Density functional theory data (the ωB97M-V functional and the def2-TZVPD basis) for the ion CHN4O2 with charge -1.

As for the charge: -1. The value obtained for the LUMO energy is 4.06 eV. Its SMILES is [H]/N=N\N([O-])N=C=O. As for the energy above the lowest of the compared OMol25 structures with the same formula, charge and spin: 5.0138 eV.

Each line ends with the Löwdin charge.
Cartesian coordinates (Å):
H: 1.41 -0.73 -0.53  -0.01
N: 1.94 0.13 -0.50  -0.04
N: 1.32 1.12 -0.17  -0.15
N: 0.10 1.21 0.07  -0.27
O: -0.66 2.00 0.75  -0.18
N: -0.51 -0.43 0.21  0.12
C: -1.38 -1.23 0.12  -0.46
O: -2.24 -2.07 0.05  -0.01